DFT (wB97M-V/def2-TZVPD) results for a cluster of 5 separate species, C33H71IO16 in total in a non-equilibrium geometry.

XYZ file:
```
121
Properties=species:S:1:pos:R:3
C -0.81921 5.50095 -1.13814
C 0.57728 5.15449 -1.67462
C 0.49143 3.81418 -2.38939
C 1.54626 5.11678 -0.49853
C 1.54764 6.45444 0.26166
C 2.95611 4.77336 -0.93736
O 3.94239 4.83757 0.08792
C 3.60377 4.18597 1.22593
O 4.65816 4.44919 2.18768
C 4.38135 3.56728 3.18696
O 4.77082 3.64616 4.33494
O 3.58752 2.54963 2.69124
C 3.65467 2.67000 1.27117
I 5.60059 1.85509 0.76040
H -1.60145 5.08693 -1.76046
H -0.93728 5.08865 -0.14534
H -0.94144 6.57388 -1.10759
H 0.86175 5.92859 -2.37802
H -0.22939 3.90481 -3.18700
H 0.15724 3.04028 -1.70795
H 1.44993 3.50645 -2.78156
H 1.15523 4.35173 0.16570
H 2.55498 6.80191 0.44414
H 1.10275 6.33683 1.23858
H 1.02679 7.22387 -0.28175
H 2.99219 3.81308 -1.44252
H 3.25580 5.50954 -1.67060
H 2.72581 4.52867 1.77163
H 2.86368 2.18353 0.72923
C -6.06693 3.06698 -0.42661
O -5.25581 1.92384 -0.27182
C -4.13633 1.90440 -1.13949
C -2.92201 1.29398 -0.47455
O -2.30246 2.10919 0.50997
C -2.98250 2.31242 1.74200
C -3.04829 1.09735 2.64052
O -3.97487 0.14591 2.15077
C -3.57027 -1.19310 2.34439
H -6.62723 3.03018 -1.36761
H -6.77118 3.08458 0.40322
H -5.46981 3.98524 -0.39108
H -3.88915 2.91761 -1.47618
H -4.39747 1.29740 -2.01713
H -2.16290 1.16965 -1.25173
H -3.14149 0.29857 -0.08567
H -3.97103 2.74605 1.58695
H -2.38958 3.06754 2.26494
H -3.37990 1.41639 3.63772
H -2.04679 0.66170 2.72911
H -2.54486 -1.35070 1.99197
H -4.23182 -1.82520 1.75422
H -3.64716 -1.47942 3.39915
C 7.31988 5.68416 6.61485
O 6.97661 5.12345 7.86316
C 5.88984 4.21375 7.78528
C 6.06804 3.05475 8.74087
O 7.05535 2.10927 8.35848
C 8.42165 2.47864 8.43996
C 8.96942 2.60047 9.84534
O 8.50180 3.77364 10.49008
C 8.25528 3.59928 11.86633
H 6.56262 6.40292 6.28260
H 8.26986 6.20255 6.73811
H 7.44515 4.90875 5.85169
H 5.77854 3.82897 6.76740
H 4.97461 4.75723 8.05630
H 5.12960 2.49516 8.74107
H 6.22814 3.40445 9.76227
H 8.63084 3.37500 7.85433
H 8.95977 1.65746 7.95945
H 10.06482 2.65862 9.78883
H 8.69644 1.70548 10.41533
H 7.63341 2.71585 12.04984
H 7.71478 4.47680 12.21770
H 9.19229 3.51080 12.42811
C -6.08423 -3.02361 -3.66833
O -4.96574 -3.79150 -3.28284
C -3.96573 -3.03428 -2.62283
C -3.29611 -3.83863 -1.53168
O -4.08800 -4.05919 -0.37518
C -5.19332 -4.94488 -0.47950
C -4.82875 -6.40408 -0.64588
O -4.34439 -6.67417 -1.95263
C -3.30796 -7.63050 -1.98434
H -5.84003 -2.36247 -4.50790
H -6.86616 -3.71494 -3.97918
H -6.46520 -2.42832 -2.83114
H -4.39296 -2.12182 -2.19138
H -3.20586 -2.75062 -3.36335
H -2.44228 -3.25308 -1.18114
H -2.89650 -4.77563 -1.92155
H -5.89403 -4.62236 -1.25040
H -5.71590 -4.85000 0.47563
H -5.73051 -7.00972 -0.48644
H -4.08623 -6.67765 0.11150
H -2.52052 -7.38666 -1.26280
H -2.87349 -7.61169 -2.98315
H -3.69205 -8.63657 -1.78234
C -4.08999 -5.77848 -5.84659
O -2.72478 -5.98617 -6.15528
C -2.39565 -7.34756 -6.36109
C -1.35447 -7.51178 -7.44631
O -1.82826 -7.29155 -8.76516
C -2.14027 -5.96643 -9.16485
C -0.94520 -5.05824 -9.35549
O -0.38082 -4.66835 -8.11422
C 1.02477 -4.56564 -8.14298
H -4.32056 -6.12283 -4.83345
H -4.28213 -4.70905 -5.90312
H -4.73910 -6.28417 -6.57156
H -3.28669 -7.92594 -6.62861
H -1.98792 -7.74634 -5.42157
H -1.04143 -8.55871 -7.43278
H -0.46680 -6.91301 -7.23649
H -2.88177 -5.51253 -8.50582
H -2.61532 -6.07650 -10.14291
H -1.27694 -4.15065 -9.87736
H -0.20321 -5.56811 -9.97970
H 1.48014 -5.46443 -8.57352
H 1.36880 -4.46723 -7.11457
H 1.34548 -3.68476 -8.71060
```

Calculated values
structure (SMILES): CC(C)[C@H](C)CO[C@@H]1OC(=O)O[C@@H]1I.COCCOCCOC.COCCOCCOC.COCCOCCOC.COCCOCCOC
HOMO: -8.759 eV
LUMO: 0.13 eV